Below is C22H19FN7O4Rh as an isolated structure, with properties calculated with ωB97M-V/def2-TZVPD.

The geometry in ORCA input format:
```
! wB97M-V def2-TZVPD RIJCOSX def2/J DEFGRID3
* xyz 2 1
Rh -0.14589 -0.17641 0.39331
C -0.34341 1.28564 2.95575
N -0.38863 -0.10862 2.39589
C -1.60620 -0.87848 2.84051
C -2.35990 -1.27430 1.61915
N -2.04127 -0.73301 0.45696
C -2.86209 -1.31386 -0.51209
C -2.93572 -1.12108 -1.88670
C -3.89070 -1.85051 -2.56401
C -4.75559 -2.73183 -1.89486
C -4.69362 -2.91845 -0.52884
C -3.71963 -2.19349 0.14457
N -3.36754 -2.13687 1.49705
C 0.05666 2.21589 1.86377
N -0.10913 1.81730 0.62311
C 0.30283 2.85824 -0.20623
C 0.35902 2.95810 -1.59416
C 0.82479 4.14886 -2.11263
C 1.21334 5.21206 -1.27932
C 1.15579 5.12029 0.09595
C 0.69764 3.91446 0.61380
N 0.52414 3.46769 1.92569
H 0.30605 1.31834 3.83033
H -1.34973 1.55793 3.27393
H 0.44152 -0.64837 2.65754
H -2.22470 -0.23095 3.46133
H -1.29571 -1.74074 3.42695
H -2.28489 -0.42714 -2.40246
H -3.98631 -1.73587 -3.63464
H -5.49404 -3.27611 -2.46677
H -5.36664 -3.59277 -0.01769
H -3.77958 -2.67732 2.24228
H 0.03474 2.15142 -2.24018
H 0.88152 4.27612 -3.18475
H 1.56432 6.12932 -1.73110
H 1.45706 5.94204 0.73085
H 0.71797 3.99263 2.76447
F 4.81470 -2.18931 -3.44911
C 4.12382 -1.66535 -2.45980
C 3.74363 -2.39502 -1.40958
N 3.01329 -1.84322 -0.35435
C 2.55086 -2.69454 0.74814
C 1.06194 -2.51788 1.03186
O 0.64873 -2.67944 2.16436
O 0.34173 -2.07630 0.03478
C 2.65291 -0.55139 -0.38074
O 1.95745 -0.00882 0.54230
N 3.04947 0.18755 -1.43173
C 3.78838 -0.24496 -2.56819
O 4.05287 0.51100 -3.45194
H 3.99951 -3.44098 -1.32615
H 3.08183 -2.43096 1.66189
H 2.77891 -3.73203 0.51386
H 2.80354 1.17149 -1.42237
*
```

The total energy comes out at -1744.0021 hartree. As for the HOMO energy: -0.5367 Eh. The HOMO-LUMO gap is 6.63 eV.



Below is a 2-piece molecular cluster, C3H7NO overall in a non-equilibrium geometry, with properties calculated with ωB97M-V/def2-TZVPD.

The geometry in ORCA input format:
```
! wB97M-V def2-TZVPD RIJCOSX def2/J DEFGRID3
* xyz 0 1
C 0.41023 0.50842 1.50314
C -0.01652 1.04431 0.36590
N -0.08062 0.40452 -0.88545
C 0.16627 0.75357 -2.05601
H 0.42118 -0.56853 1.60102
H 0.78320 1.08895 2.32926
H -0.42257 2.03707 0.22683
H -0.65068 0.91430 -2.77714
H 1.19346 0.85374 -2.44233
O -0.20424 -2.35165 0.78195
H -0.89488 -2.91211 1.16050
H -0.70481 -1.77260 0.19233
*
```

The total energy comes out at -248.3781 hartree. As for the HOMO energy: -0.2815 Eh. The HOMO-LUMO gap is 7.80 eV. As for the SMILES: C=CN=C.O.



Below is C45H43N5O2PPdS2 as an isolated structure, with properties calculated with ωB97M-V/def2-TZVPD.

The geometry in ORCA input format:
```
! wB97M-V def2-TZVPD RIJCOSX def2/J DEFGRID3
* xyz 1 1
Pd 0.31679 0.74863 0.49727
C 7.28830 1.81376 3.32766
C 6.48408 2.94045 3.38751
C 5.22232 2.92153 2.80730
C 4.73277 1.77256 2.18011
C 5.55581 0.64595 2.12791
C 6.82406 0.67001 2.69134
P 3.03288 1.96147 1.51347
C 2.91082 0.75679 0.10928
C 2.59921 1.28197 -1.14940
C 2.51497 0.45836 -2.26639
C 2.77699 -0.90094 -2.14767
C 3.10729 -1.43215 -0.90867
C 3.16857 -0.61287 0.21025
C 1.97828 1.14947 2.77993
C 2.32069 1.11144 4.13148
C 1.40526 0.68517 5.08338
C 0.13216 0.28906 4.69546
C -0.21755 0.30640 3.35067
C 0.70169 0.73653 2.40301
H 8.27846 1.82656 3.76563
H 6.84039 3.84019 3.87368
H 4.60635 3.81390 2.83206
H 5.22375 -0.25495 1.63517
H 7.45398 -0.20891 2.63231
H 2.40192 2.34346 -1.24074
H 2.27022 0.88319 -3.23251
H 2.73033 -1.54138 -3.02142
H 3.31790 -2.49221 -0.81327
H 3.36494 -1.05251 1.17914
H 3.31467 1.41901 4.43701
H 1.68965 0.65977 6.12779
H -0.58490 -0.04441 5.43522
H -1.19464 -0.04874 3.03612
O -2.56051 0.54652 0.03307
S -3.73734 -0.13907 0.65154
C -4.52271 1.13461 1.69868
C -4.44321 2.53993 1.08926
C -3.47832 3.45977 1.84803
C -2.00998 3.04013 1.80048
S -0.95812 3.80000 0.53348
O 0.20592 2.84340 0.41097
C -1.89675 3.62386 -0.98008
C -1.50922 2.68474 -1.91831
C -2.16931 2.62178 -3.13603
C -3.21505 3.49660 -3.40291
C -3.57959 4.45654 -2.46695
C -2.90342 4.54012 -1.25909
C -5.00030 -0.20517 -0.61793
C -6.17985 -0.89669 -0.37175
C -7.14960 -0.94653 -1.36170
C -6.92658 -0.32303 -2.58416
C -5.73540 0.35031 -2.82226
C -4.76051 0.40943 -1.83458
H -3.99017 1.07652 2.65280
H -5.54550 0.80151 1.87861
H -5.43544 2.99031 1.11686
H -4.15441 2.47684 0.03882
H -3.77548 3.46624 2.89948
H -3.59919 4.49271 1.51427
H -1.88249 1.96879 1.65403
H -1.48862 3.32977 2.71510
H -0.67245 2.03599 -1.70613
H -1.86153 1.89666 -3.87906
H -3.72940 3.44986 -4.35457
H -4.37339 5.15811 -2.68833
H -3.14633 5.32604 -0.55283
H -6.33874 -1.39202 0.58094
H -8.07578 -1.47788 -1.18479
H -7.68334 -0.37059 -3.35701
H -5.56366 0.82997 -3.77777
H -3.81886 0.92176 -1.99043
C -0.84086 -1.31132 -1.78580
C -0.29415 -1.92295 -0.54553
N 0.11249 -1.28489 0.54080
C 0.48790 -2.23586 1.46771
C 0.31165 -3.46281 0.92619
N -0.18788 -3.25788 -0.34441
C -0.40275 -4.28660 -1.34752
N 0.66758 -4.34893 -2.30266
N 0.50409 -3.78186 -3.53064
N 1.60893 -3.82239 -4.16313
C 2.56118 -4.41000 -3.35134
C 3.91669 -4.66014 -3.57724
C 4.62356 -5.24954 -2.55474
C 4.00669 -5.59391 -1.33596
C 2.67062 -5.35541 -1.10063
C 1.96212 -4.74677 -2.13875
H -0.89161 -0.23246 -1.67471
H -1.86471 -1.65229 -1.96024
H -0.23844 -1.56104 -2.65777
H 0.85496 -1.96393 2.44211
H 0.47642 -4.45070 1.32278
H -1.31169 -4.08308 -1.90633
H -0.50483 -5.23991 -0.83501
H 4.37877 -4.39692 -4.51954
H 5.67710 -5.46013 -2.68077
H 4.60339 -6.06533 -0.56580
H 2.20906 -5.62741 -0.16087
*
```

The total energy comes out at -3430.2151 hartree. As for the HOMO energy: -0.3706 Eh. The HOMO-LUMO gap is 7.86 eV.



Which formula does entry 3 have?
C45H43N5O2PPdS2